1.
# C17H56N21O10S

A 11-piece molecular cluster, C17H56N21O10S overall at a distorted geometry (wB97M-V/def2-TZVPD, OMol25).

Geometry (Å):
C (-5.65, 0.14, -3.10)
C (-5.55, -1.25, -2.46)
S (-3.90, -1.96, -2.75)
C (-2.75, -0.67, -2.20)
C (-1.43, -1.36, -1.93)
C (-0.30, -1.27, -3.01)
C (0.87, -1.90, -2.22)
N (0.43, -1.91, -0.76)
C (-0.65, -0.89, -0.72)
H (-5.35, 0.06, -4.13)
H (-5.04, 0.87, -2.58)
H (-6.69, 0.47, -3.04)
H (-5.74, -1.22, -1.40)
H (-6.26, -1.90, -2.95)
H (-3.17, -0.24, -1.29)
H (-2.65, 0.12, -2.95)
H (-1.64, -2.43, -1.89)
H (-0.18, -0.20, -3.14)
H (-0.50, -1.82, -3.91)
H (1.71, -1.21, -2.24)
H (1.13, -2.90, -2.49)
H (-0.05, -2.79, -0.56)
H (1.21, -1.80, -0.10)
H (-1.27, -0.87, 0.17)
H (-0.18, 0.05, -0.98)
C (2.11, 0.91, 1.46)
O (2.53, 0.09, 0.63)
N (0.83, 0.88, 1.90)
N (2.90, 1.87, 1.98)
H (0.45, 1.52, 2.56)
H (0.24, 0.17, 1.52)
H (3.85, 1.92, 1.67)
H (2.57, 2.55, 2.65)
C (-4.83, -5.47, -0.39)
O (-5.25, -4.39, 0.00)
N (-5.20, -6.66, 0.17)
N (-3.94, -5.58, -1.42)
H (-4.85, -7.55, -0.14)
H (-5.85, -6.63, 0.93)
H (-3.64, -4.73, -1.85)
H (-3.57, -6.46, -1.75)
C (-3.02, -8.83, -3.70)
O (-2.68, -8.16, -2.72)
N (-4.20, -8.60, -4.35)
N (-2.25, -9.82, -4.20)
H (-4.50, -9.13, -5.14)
H (-4.79, -7.87, -4.00)
H (-1.38, -10.03, -3.74)
H (-2.52, -10.37, -4.99)
C (2.71, 4.71, -0.42)
O (1.92, 4.51, 0.50)
N (2.98, 3.74, -1.34)
N (3.36, 5.89, -0.59)
H (3.62, 3.88, -2.11)
H (2.53, 2.86, -1.24)
H (3.18, 6.62, 0.08)
H (4.00, 6.06, -1.33)
C (0.53, -12.02, -2.72)
O (-0.53, -11.71, -3.26)
N (0.84, -11.63, -1.45)
N (1.47, -12.78, -3.35)
H (1.70, -11.88, -1.00)
H (0.16, -11.08, -0.96)
H (1.27, -13.08, -4.29)
H (2.34, -13.04, -2.93)
C (1.62, 7.37, 4.00)
O (1.95, 8.06, 4.95)
N (0.41, 7.52, 3.38)
N (2.43, 6.41, 3.49)
H (0.13, 6.97, 2.59)
H (-0.21, 8.22, 3.73)
H (3.34, 6.29, 3.92)
H (2.18, 5.84, 2.70)
C (-2.78, 2.41, 2.40)
O (-1.85, 1.61, 2.31)
N (-4.07, 2.02, 2.58)
N (-2.57, 3.76, 2.34)
H (-4.83, 2.66, 2.66)
H (-4.25, 1.03, 2.64)
H (-1.63, 4.08, 2.21)
H (-3.31, 4.43, 2.42)
C (5.77, 8.02, 5.37)
O (5.64, 7.16, 4.50)
N (6.97, 8.25, 5.99)
N (4.74, 8.79, 5.78)
H (7.09, 8.94, 6.71)
H (7.75, 7.69, 5.70)
H (3.85, 8.62, 5.34)
H (4.81, 9.49, 6.49)
C (4.74, 4.40, 6.66)
O (4.59, 5.36, 7.39)
N (4.31, 3.14, 7.00)
N (5.35, 4.49, 5.44)
H (4.42, 2.34, 6.41)
H (3.86, 3.04, 7.89)
H (5.68, 5.41, 5.15)
H (5.47, 3.71, 4.83)
C (0.08, 2.58, -5.43)
O (1.15, 3.13, -5.52)
N (-0.37, 2.07, -4.23)
N (-0.77, 2.41, -6.49)
H (-1.26, 1.61, -4.13)
H (0.22, 2.18, -3.44)
H (-0.47, 2.77, -7.38)
H (-1.66, 1.96, -6.42)

The spin multiplicity is 1. The calculation puts the frontier orbital gap at 8.4868 eV. The highest occupied orbital energy is -10.673 eV. The value obtained for the molar mass is 746.8 g mol⁻¹. The value obtained for the relative energy (zero: lowest compared OMol25 entry of this formula, charge and spin) is 22.0 kJ/mol. Its energy is -2982.04221 a.u. As for the charge: +1.

***

2.
# C17H56N6O11

A 11-piece molecular cluster, C17H56N6O11 overall at a distorted geometry (wB97M-V/def2-TZVPD, OMol25).

Geometry (Å):
C (9.83, -0.58, 10.12)
C (10.60, 0.71, 10.46)
O (10.01, 1.22, 11.60)
H (9.89, -1.36, 10.94)
H (10.18, -0.86, 9.16)
H (8.84, -0.25, 9.90)
H (10.37, 1.41, 9.66)
H (11.64, 0.42, 10.54)
H (9.25, 1.67, 11.33)
C (8.17, 1.67, 14.96)
C (7.19, 1.17, 16.01)
O (8.01, 0.31, 16.77)
H (7.71, 2.60, 14.54)
H (8.23, 1.12, 14.03)
H (9.12, 1.90, 15.43)
H (6.47, 0.48, 15.57)
H (6.68, 1.93, 16.49)
H (8.67, -0.09, 16.26)
C (6.21, 5.95, 10.95)
C (5.22, 6.05, 12.11)
O (4.04, 6.88, 11.88)
H (6.44, 6.94, 10.64)
H (5.75, 5.45, 10.10)
H (7.17, 5.61, 11.16)
H (5.72, 6.42, 12.94)
H (4.91, 5.03, 12.28)
H (3.23, 6.34, 12.09)
C (6.07, 1.29, 6.95)
C (5.92, 2.12, 8.24)
O (5.93, 3.49, 8.02)
H (6.81, 1.82, 6.39)
H (5.17, 1.18, 6.32)
H (6.40, 0.26, 7.21)
H (6.76, 1.86, 8.84)
H (5.02, 1.84, 8.80)
H (5.20, 3.89, 8.56)
C (6.38, -1.06, 13.45)
C (7.69, -1.49, 12.85)
O (7.75, -2.91, 12.73)
H (5.60, -1.32, 12.71)
H (6.39, 0.03, 13.41)
H (6.17, -1.33, 14.46)
H (8.59, -1.17, 13.35)
H (7.80, -1.04, 11.87)
H (7.14, -3.21, 12.02)
C (9.58, 5.39, 13.67)
C (10.61, 4.36, 13.12)
O (11.81, 4.54, 13.82)
H (10.08, 6.35, 13.82)
H (9.17, 5.09, 14.63)
H (8.79, 5.65, 12.97)
H (10.78, 4.74, 12.12)
H (10.15, 3.35, 13.18)
H (12.56, 4.17, 13.30)
C (3.79, 1.82, 12.19)
O (4.69, 1.46, 11.22)
N (3.23, 3.00, 12.27)
N (3.51, 1.08, 13.19)
H (3.36, 3.68, 11.43)
H (2.88, 3.32, 13.18)
H (3.77, 0.17, 13.09)
H (2.70, 1.30, 13.79)
C (4.88, 3.97, 15.89)
O (6.01, 4.41, 15.15)
N (4.26, 2.98, 15.44)
N (4.52, 4.18, 17.15)
H (4.64, 2.50, 14.60)
H (3.94, 2.34, 16.19)
H (5.15, 4.76, 17.80)
H (3.57, 3.94, 17.55)
C (4.74, -1.51, 9.88)
O (5.92, -0.83, 9.81)
N (3.82, -1.15, 10.73)
N (4.55, -2.58, 9.23)
H (3.98, -0.20, 10.97)
H (3.02, -1.68, 11.03)
H (5.29, -2.83, 8.54)
H (3.66, -3.16, 9.27)
C (9.19, 3.92, 9.13)
O (10.07, 4.71, 8.32)
H (9.15, 3.00, 8.55)
H (8.17, 4.24, 9.18)
H (9.71, 3.70, 10.09)
H (10.80, 4.09, 8.07)
C (7.21, 2.95, 11.68)
O (7.47, 1.54, 11.40)
H (6.73, 3.42, 10.84)
H (8.16, 3.54, 11.97)
H (6.65, 3.03, 12.67)
H (6.59, 1.19, 11.28)

The spin multiplicity is 1. The calculation puts the frontier orbital gap at 8.4311 eV. The highest occupied orbital energy is -8.915 eV. The value obtained for the molar mass is 520.7 g mol⁻¹. The value obtained for the relative energy (zero: lowest compared OMol25 entry of this formula, charge and spin) is 672.4 kJ/mol. Its energy is -1837.26441 a.u. The SMILES is NC(N)=O.NC(N)=O.NC(N)=O.CCO.CCO.CCO.CCO.CCO.CCO.CO.CO.

***

3.
# C17H56O11

A 11-piece molecular cluster, C17H56O11 overall (wB97M-V/def2-TZVPD, OMol25).

Geometry (Å):
C (3.40, 3.50, 2.74)
C (2.32, 3.47, 1.67)
O (2.90, 3.68, 0.39)
H (4.12, 4.31, 2.59)
H (3.96, 2.57, 2.71)
H (2.91, 3.66, 3.70)
H (1.56, 4.23, 1.85)
H (1.83, 2.49, 1.70)
H (2.40, 3.16, -0.26)
C (1.87, 3.79, -3.19)
C (1.54, 2.39, -2.75)
O (1.07, 2.39, -1.40)
H (0.96, 4.39, -3.24)
H (2.35, 3.80, -4.17)
H (2.55, 4.30, -2.50)
H (2.36, 1.67, -2.88)
H (0.76, 1.97, -3.40)
H (0.80, 1.47, -1.22)
C (-1.75, -1.99, -3.26)
C (-0.87, -3.21, -3.00)
O (0.00, -2.94, -1.89)
H (-2.60, -2.23, -3.89)
H (-1.18, -1.23, -3.80)
H (-2.14, -1.50, -2.37)
H (-0.28, -3.47, -3.88)
H (-1.52, -4.08, -2.82)
H (0.09, -3.77, -1.41)
C (-2.57, 1.58, -3.01)
C (-2.73, 1.13, -4.47)
O (-1.51, 1.29, -5.18)
H (-1.91, 0.93, -2.44)
H (-3.54, 1.58, -2.51)
H (-2.21, 2.60, -3.07)
H (-3.51, 1.77, -4.91)
H (-3.10, 0.10, -4.55)
H (-1.63, 1.98, -5.84)
C (2.83, -1.08, 3.28)
C (2.41, -2.11, 4.30)
O (1.12, -1.73, 4.81)
H (3.74, -1.37, 2.75)
H (2.96, -0.10, 3.74)
H (2.07, -0.96, 2.50)
H (3.11, -2.16, 5.14)
H (2.39, -3.10, 3.83)
H (0.75, -2.48, 5.29)
C (-0.81, 2.55, 3.24)
C (-0.08, 1.52, 4.08)
O (-0.53, 0.21, 3.76)
H (-0.76, 2.29, 2.18)
H (-0.34, 3.54, 3.30)
H (-1.85, 2.69, 3.55)
H (-0.36, 1.73, 5.13)
H (1.00, 1.59, 3.98)
H (0.15, -0.45, 4.06)
C (-0.06, -0.25, 0.35)
O (0.26, -0.31, -1.03)
H (0.57, 0.52, 0.81)
H (-1.11, -0.02, 0.56)
H (0.15, -1.19, 0.86)
H (-0.05, -1.16, -1.38)
C (1.49, -0.81, -4.86)
O (1.16, 0.28, -5.73)
H (0.92, -1.70, -5.15)
H (2.56, -0.97, -4.95)
H (1.30, -0.55, -3.82)
H (0.28, 0.60, -5.50)
C (0.53, -4.98, 0.92)
O (0.72, -5.42, -0.42)
H (1.49, -4.77, 1.38)
H (-0.04, -4.04, 0.89)
H (-0.06, -5.68, 1.51)
H (1.36, -6.13, -0.48)
C (-3.73, 0.57, 1.50)
O (-4.70, 0.89, 0.52)
H (-2.85, 1.23, 1.49)
H (-4.08, 0.63, 2.54)
H (-3.43, -0.47, 1.35)
H (-5.25, 1.59, 0.90)
C (-1.96, -2.66, 2.91)
O (-2.54, -1.81, 3.87)
H (-2.24, -2.38, 1.89)
H (-0.87, -2.66, 2.95)
H (-2.34, -3.67, 3.10)
H (-1.98, -1.04, 4.03)

The spin multiplicity is 1. The calculation puts the frontier orbital gap at 9.7006 eV. The highest occupied orbital energy is -9.428 eV. The value obtained for the molar mass is 436.6 g mol⁻¹. The value obtained for the relative energy (zero: lowest compared OMol25 entry of this formula, charge and spin) is 58.0 kJ/mol. Its energy is -1508.81103 a.u. The SMILES is CCO.CCO.CCO.CCO.CCO.CCO.CO.CO.CO.CO.CO.